#one
The following is a quantum chemistry calculation of an isolated molecule of C4H10N2, from OMol25.

XYZ file:
```
16
Properties=species:S:1:pos:R:3:mulliken_charge:R:1
H -0.19490 -0.95535 2.70145 0.1954
N -0.80611 -0.94404 1.89404 -0.7186
C -0.34174 -0.23523 0.93942 0.4897
C -1.12857 -0.16322 -0.34949 -0.5004
C -0.65203 -1.16227 -1.43231 -1.0025
N 0.92234 0.35477 0.93061 -0.2059
C 1.30927 1.43857 0.04277 -0.8226
H -1.10402 0.87035 -0.77270 0.3126
H -2.15372 -0.40953 -0.08431 0.3015
H 0.37468 -0.89806 -1.72212 0.2446
H -0.60546 -2.18528 -1.03043 0.3290
H -1.29838 -1.10968 -2.33435 0.3112
H 1.44373 0.29465 1.80758 0.2305
H 0.72719 2.34023 0.27116 0.2837
H 1.13746 1.12503 -0.98879 0.2279
H 2.37026 1.63906 0.12748 0.3240
```

Summary:
* charge: 0
* HOMO level: -8.82 eV
* SMILES: [H]/N=C(/CC)NC

#two
The following is a quantum chemistry calculation of a cluster of 2 separate species, C4H10N2 in total, from OMol25.

XYZ file:
```
16
Properties=species:S:1:pos:R:3:mulliken_charge:R:1
C 0.50529 -2.51029 0.04942 -0.6808
C 1.72501 -2.25634 -0.40609 0.0917
N 2.37450 -1.00534 -0.34890 -0.5335
H -0.11443 -1.70708 0.42452 0.1393
H 0.16417 -3.52765 0.00107 0.2439
H 2.42422 -3.06455 -0.58790 0.3009
H 1.86077 -0.34253 0.21948 0.2068
H 2.60629 -0.56615 -1.22802 0.2520
C -1.41932 2.03534 -0.93654 -0.7873
C -1.11655 1.56621 0.27304 0.1398
N -1.63252 2.05386 1.49063 -0.5233
H -2.03391 2.90950 -1.06090 0.2364
H -1.02434 1.54102 -1.81008 0.2502
H -0.16814 1.06668 0.39142 0.1995
H -2.53625 2.47506 1.33671 0.2311
H -1.61477 1.33229 2.19214 0.2334
```

Summary:
* charge: 0
* HOMO level: -8.50 eV
* SMILES: C=CN.C=CN

Relative energies in eV: #one 0.000; #two 1.653

#one
The following is a quantum chemistry calculation of a cluster of 20 separate species, H41O20 in total, from OMol25.

XYZ file:
```
61
Properties=species:S:1:pos:R:3:mulliken_charge:R:1
O 0.82097 -0.57731 -0.16335 -0.2181
H 1.14154 -0.09723 -1.10891 0.5445
O 2.77614 4.77715 -0.43038 -0.6919
H 1.82894 4.60168 -0.56725 0.3236
H 2.98664 5.09145 0.45269 0.3411
O 0.87705 0.85250 3.94200 -0.6425
H 1.71377 1.25932 3.73683 0.3081
H 0.75532 0.33239 4.74628 0.3257
O -2.63357 -1.06088 -3.20555 -0.6066
H -2.07615 -0.34782 -3.54431 0.3069
H -3.16320 -1.34761 -3.96323 0.3050
O -2.09157 -0.33056 0.19176 -0.5238
H -0.97879 3.96416 2.14165 0.2919
H -2.91070 -0.27468 0.76801 0.1573
O -1.04617 4.38389 1.30335 -0.6590
H -1.31759 2.56532 -2.28308 0.2756
H -1.41096 4.08577 0.46063 0.3232
O -1.30616 3.39507 -1.74522 -0.5118
H -1.80477 4.06584 -2.24040 0.2751
H -3.89023 -1.03611 2.04542 0.3332
O -3.40309 2.20058 -2.87817 -0.5970
H -4.29461 2.34259 -2.43878 0.3361
H -3.46629 1.25615 -2.57453 0.2608
O -1.11157 -4.71565 2.00721 -0.5723
H -0.40652 -5.23398 2.38303 0.2709
H -2.48591 -0.59213 -0.64276 0.2547
O 4.32321 -1.26433 -1.28755 -0.5722
H 5.14204 -0.78642 -1.31643 0.2993
H 4.42830 -2.08506 -1.76055 0.2931
O 1.65907 0.45418 -2.24888 -0.5061
H 2.61076 0.32445 -2.15345 0.3112
H 0.75873 0.04729 0.53816 0.2610
O 4.08022 1.69732 2.84698 -0.5923
H 4.48947 1.67679 1.97951 0.2832
H 4.54762 1.17248 3.51016 0.2952
O -0.81074 0.20481 5.80025 -0.6175
H -1.54049 0.78958 5.56584 0.3055
H -1.26793 -0.60000 6.03433 0.3017
O 1.71187 -1.28385 -4.16502 -0.6498
H 2.61159 -1.22414 -4.50521 0.3023
H 1.62093 -2.25300 -4.03254 0.3285
O -1.07567 -5.22276 -1.10484 -0.6544
H 1.26907 0.02890 -3.04396 0.3524
H -1.76749 -4.68356 -1.47077 0.3593
O 3.92867 2.54509 -0.67254 -0.6550
H 4.41738 2.66954 -1.47854 0.2886
H 3.40552 3.39336 -0.83830 0.2978
O -0.87196 -2.25138 0.36937 -0.4351
H -1.23065 -1.89996 1.17537 0.2219
H -0.92487 -3.15586 0.06885 0.1989
O -3.71787 -1.91877 1.65426 -0.6088
H -1.49945 -5.59498 -0.26311 0.4096
H -3.28594 -2.41367 2.34636 0.3095
O 1.40342 2.07747 0.74726 -0.2019
H 2.19307 2.47173 0.40670 0.1519
H 0.69840 2.63185 1.02420 0.2267
O -3.40956 -3.69607 -0.87573 -0.6794
H -3.16982 -2.83301 -0.49282 0.2905
H -3.73129 -4.16387 -0.11437 0.3460
H 0.02686 -1.17792 -0.41054 0.3662
H -1.08674 -4.85100 1.06517 0.1618
```

Summary:
* charge: +1
* HOMO level: -12.60 eV

#two
The following is a quantum chemistry calculation of a structure of composition H41O20, from OMol25.

XYZ file:
```
61
Properties=species:S:1:pos:R:3:mulliken_charge:R:1
O 0.85193 -1.32614 0.96967 -0.5740
H 4.22194 1.65700 -4.37809 0.3581
O -2.12725 -1.08264 -1.08368 -0.6704
H -2.48983 -0.41282 -1.66202 0.2883
H -2.25562 -0.68401 -0.17566 0.2197
O -6.15457 0.91829 0.76297 -0.5841
H -5.25480 1.30138 0.71345 0.4679
H -5.96195 -0.02849 0.71770 0.3150
O -0.81346 -4.60330 2.58821 -0.6052
H -0.38017 -5.32503 2.06300 0.3248
H 2.49243 -0.86535 -1.43485 0.5500
O 1.04273 0.96821 -4.75140 -0.5569
H -3.98914 0.47710 0.62249 0.0855
H -1.46166 -5.14081 3.05036 0.3030
O -3.36678 0.80815 1.26606 -0.6194
H -3.74515 0.46004 -3.35669 0.3055
H -3.68948 0.34362 2.02717 0.3363
O -4.54580 0.59760 -2.82060 -0.6308
H -4.55752 1.54755 -2.49097 0.3372
H -1.03995 -1.60715 -2.36553 0.3526
O 2.86781 0.33448 -1.50994 -0.4586
H 2.69620 0.89884 -0.72703 0.2294
H 3.37276 0.91183 -2.13095 0.3887
O 4.52017 -2.01417 0.82822 -0.5816
H 4.54611 -1.07638 0.83488 0.3031
H 0.65622 0.17261 -5.11680 0.2926
O 0.90318 2.92635 -1.23006 -0.6201
H 0.24189 3.62293 -1.20603 0.2705
H 0.89238 2.25298 -1.90853 0.3011
O 1.43940 1.41533 1.96634 -0.4517
H 1.49002 1.65543 2.87784 0.3236
H 0.39222 -0.44689 0.70350 0.0954
O 4.75341 2.28013 -1.45853 -0.5811
H 5.39429 2.91037 -1.03446 0.2892
H 4.63390 2.82232 -2.22947 0.2612
O -4.07031 -3.30260 1.70030 -0.6092
H -4.88712 -3.50552 2.13828 0.3007
H -3.24816 -3.69672 2.10748 0.3165
O 3.44284 1.88011 -3.83048 -0.6311
H 0.05465 -1.83681 0.95386 0.3870
H 3.01318 1.13784 -4.24778 0.2248
O 1.83073 -1.71151 -1.32157 -0.5224
H 0.56655 1.06536 1.93275 0.2532
H 1.35606 -1.30789 -0.33250 0.4340
O -0.89534 0.88130 0.22614 -0.2750
H -1.58739 1.21476 0.80082 0.2400
H -0.43068 1.56484 -0.21885 0.1813
O 0.26481 3.11002 3.97011 -0.5584
H 1.10042 3.55921 4.05292 0.2793
H -0.43348 3.72969 4.12854 0.2811
O -0.48132 -2.20199 -2.85464 -0.7537
H 1.07055 -1.83764 -1.94258 0.4632
H -1.26679 -2.58719 -3.29104 0.3520
O -0.88482 0.12876 3.54464 -0.6166
H -0.82705 0.93564 4.03292 0.2600
H 0.02047 -0.26397 3.44979 0.3627
O 1.54092 -0.59815 3.38833 -0.6455
H 1.27778 -1.44483 3.76893 0.3329
H 2.14458 -0.84370 2.67877 0.3064
H 0.54972 1.66088 -5.18533 0.2776
H 5.20331 -2.39924 1.42965 0.2943
```

Summary:
* charge: +1
* HOMO level: -13.07 eV

#three
The following is a quantum chemistry calculation of a cluster of 20 separate species, H41O20 in total, from OMol25.

XYZ file:
```
61
Properties=species:S:1:pos:R:3:mulliken_charge:R:1
O -1.73293 0.21508 -0.74293 -0.3958
H -1.76096 1.11623 -0.68247 0.1701
O -0.36811 -2.07120 -1.20440 -0.5561
H -0.91234 -1.29873 -0.77958 -0.0312
H -0.44858 -1.93931 -2.17368 0.5701
O -0.41348 -1.23949 -3.76690 -0.7150
H -0.85369 -1.61839 -4.52499 0.2670
H -0.94899 -0.44848 -3.60239 0.4231
O -1.38070 2.93554 -2.00578 -0.6479
H -0.41229 2.75948 -2.07753 0.4177
H -1.39033 3.49457 -1.25983 0.2741
O 0.23347 0.18472 2.45133 -0.6154
H 1.49729 2.74928 3.45083 0.3473
H -0.10249 -0.63198 2.73460 0.2092
O 2.16857 2.81002 2.80079 -0.6769
H 1.99428 3.59065 1.47503 0.5866
H 2.33611 1.91454 2.50291 0.3322
O 1.41992 4.09996 0.71014 -0.6408
H 0.45731 3.80627 1.22430 0.4671
H 1.26837 3.41861 -0.10427 0.4362
O 2.20668 -1.85985 -0.48101 -0.6755
H 2.35359 -2.66280 0.10579 0.2430
H 1.34272 -2.13527 -0.91746 0.4099
O 1.06648 0.39458 0.12409 -0.7421
H 1.78821 -0.29978 0.08164 0.5460
H 0.67649 0.16823 1.56832 0.3627
O 2.22096 0.13530 -2.48858 -0.6069
H 1.44103 -0.18153 -2.81195 0.2848
H 2.91058 -0.18663 -3.05834 0.2878
O -3.46668 -2.48298 -0.50555 -0.6934
H -2.58282 -2.44396 -0.83814 0.3718
H -3.55452 -3.49852 -0.51524 0.3342
O -1.36795 -4.32084 -0.10745 -0.6507
H -0.89327 -5.09867 0.03146 0.2570
H -0.92428 -3.54919 -0.37797 0.4593
O -0.60693 4.21424 2.07406 -0.6035
H -0.61316 4.91459 2.75382 0.3628
H -0.79609 3.39407 2.56194 0.4120
O -2.58475 0.14876 -3.62822 -0.6199
H -3.05734 0.33456 -4.48089 0.2607
H -2.78161 0.96309 -3.14053 0.3070
O 3.50680 2.53495 -2.75686 -0.6945
H 2.96383 1.71249 -2.79021 0.4145
H 4.35312 2.32682 -2.43973 0.3067
O -0.04186 -3.95714 3.52324 -0.5678
H 0.09316 -4.11372 4.46145 0.2926
H -0.94789 -3.91569 3.35370 0.2935
O 2.73099 -4.12452 1.80082 -0.6312
H 3.07647 -4.90195 1.36508 0.3111
H 1.96334 -4.15959 2.26462 0.3011
O 1.21820 2.57458 -1.27398 -0.8142
H 1.17870 1.63514 -0.97194 0.5682
H 2.03873 2.77508 -1.74669 0.4786
O -1.23631 2.20561 3.60862 -0.6421
H -1.32512 1.89297 4.52783 0.3274
H -1.28629 1.46784 3.05880 0.2272
O -2.73796 -1.14685 1.47336 -0.5738
H -3.21608 -1.79242 1.03882 0.3442
H -3.39615 -0.45794 1.73029 0.3026
H -2.66214 -0.18227 -0.55323 0.1925
H 0.29867 -0.16819 -0.04894 0.0346
```

Summary:
* charge: +1
* HOMO level: -13.66 eV

Relative energies in eV: #one 2.318; #two 2.040; #three 0.000

#one
The following is a quantum chemistry calculation of an isolated molecule of C5H11NO, from OMol25.

XYZ file:
```
18
Properties=species:S:1:pos:R:3:mulliken_charge:R:1
C -1.62210 0.31382 -1.14162 -1.2692
C -0.40486 -0.49621 -0.62987 0.3513
C 0.80629 -0.33611 -1.52833 -0.0016
O 0.71200 -0.52377 -2.79940 -0.5257
N -0.05149 -0.18677 0.84145 -0.1570
C 0.07771 1.34116 1.19446 -0.8923
C 1.08850 -1.10248 1.30428 -0.7765
H -2.15751 -0.21368 -1.98910 0.3190
H -1.48776 1.40575 -1.13481 0.2934
H -2.30883 0.17559 -0.20939 0.3453
H -0.71828 -1.67193 -0.72607 0.2296
H 1.71221 0.21648 -1.14940 0.2580
H 1.09601 1.58414 0.94642 0.3532
H -0.64351 2.00729 0.66144 0.2967
H -0.16248 1.35309 2.23970 0.3125
H 1.56829 -0.72265 2.29599 0.2735
H 1.83703 -1.03513 0.44919 0.3230
H 0.65879 -2.10860 1.37505 0.2668
```

Summary:
* charge: 0
* HOMO level: -8.50 eV
* SMILES: C[C@@H](C=O)N(C)C

#two
The following is a quantum chemistry calculation of an isolated molecule of C5H11NO, from OMol25.

XYZ file:
```
18
Properties=species:S:1:pos:R:3:mulliken_charge:R:1
C 2.63296 0.68378 -0.00439 -0.5307
O 1.45208 0.95657 -0.67722 -0.3718
C 0.68450 -0.18192 -0.59378 0.4127
C -0.04959 -0.50075 0.73096 -0.7272
N -1.29400 -0.69888 -0.01985 -0.1083
C -2.51035 -0.19077 0.57196 -1.0021
C -0.75040 -0.00884 -1.19868 -0.5996
H 2.47490 0.59460 1.08419 0.2566
H 3.29918 1.54520 -0.21286 0.2444
H 2.85313 -0.48317 -0.36504 0.2198
H 1.57829 -1.05635 -0.79112 0.0676
H 0.31440 -1.39091 1.25155 0.2682
H -0.08725 0.35083 1.43601 0.3245
H -2.44484 0.88082 0.84649 0.3921
H -2.74351 -0.75995 1.47929 0.3045
H -3.34887 -0.31614 -0.12190 0.3106
H -1.09250 1.05137 -1.25296 0.2759
H -0.96815 -0.47549 -2.16265 0.2626
```

Summary:
* charge: 0
* HOMO level: -8.67 eV
* SMILES: COC1CN(C)C1

Relative energies in eV: #one 0.000; #two 0.299